Computed, not measured: a molecular structure, C19H22BHfIN4O2S4, with ωB97M-V/def2-TZVPD.

Values from the calculation:
- charge = 0
- E_HOMO (eV) = -7.3
- largest force on an atom (hartree/bohr) = 0.0103
- energy relative to the best compared isomer or geometry (same formula, charge and spin) (kcal/mol) = 0.0
- LUMO (eV) = -0.5
- orbital gap (eV) = 6.85
- DFT total energy (a.u.) = -3070.32396

Positions of all 54 atoms, in Å:
Hf  -0.1618  -0.6250  -0.8451
I  -0.9333  -0.1580  7.9918
S  -2.2644  -0.6393  -2.1581
S  -0.1852  1.9081  -1.5814
S  2.4088  -0.6952  -1.4253
S  -0.1029  -3.0042  -1.4221
O  0.7170  -0.4353  1.1431
O  -1.4234  -0.7278  0.9801
N  0.3422  2.6682  0.9894
N  2.8207  1.7309  -2.6053
N  2.1575  2.4809  -0.2000
N  2.0784  0.2242  -3.9860
C  0.5031  -0.2507  5.3452
C  1.3978  2.9417  1.8273
C  -0.4059  -0.5685  1.7252
C  -1.8624  -3.2468  -1.3683
C  -4.2360  -2.5133  -1.7145
C  2.2191  1.3930  -4.7055
C  -2.7421  -2.2837  -1.6954
C  -0.5247  -0.4984  3.1906
C  -1.7831  -0.5612  3.7798
C  2.5208  2.8149  1.0829
C  2.4526  0.4511  -2.7168
C  -1.0610  2.7547  1.3640
C  2.6764  2.3250  -3.8388
C  0.8269  2.3841  -0.2404
C  -1.9035  -0.4641  5.1558
C  1.5684  -1.0363  -4.5036
C  0.6173  -0.3435  3.9684
C  -0.7578  -0.3086  5.9277
C  -2.2594  -4.6448  -0.9849
B  3.2789  2.4881  -1.3296
H  3.5551  2.9333  1.3500
H  4.2549  1.9801  -0.8397
H  1.5839  -0.2943  3.4846
H  -2.8746  -0.5097  5.6279
H  -1.8542  -5.3642  -1.7010
H  1.2560  3.1862  2.8646
H  1.4296  -0.9248  -5.5757
H  -3.3385  -4.7770  -0.9528
H  3.4638  3.6371  -1.6565
H  -1.1221  2.6966  2.4486
H  2.9075  3.3639  -3.9834
H  0.6157  -1.2870  -4.0372
H  1.3830  -0.1359  5.9623
H  -1.8519  -4.9100  -0.0075
H  2.2776  -1.8359  -4.3024
H  -4.7685  -1.5650  -1.7229
H  -1.4886  3.6953  1.0209
H  -4.5329  -3.0660  -2.6097
H  1.9769  1.4504  -5.7509
H  -2.6553  -0.6878  3.1528
H  -4.5770  -3.0774  -0.8463
H  -1.6195  1.9318  0.9240

Forces on atoms 1 to 3 (eV/Å):
Hf -0.02 -0.07 -0.13
I -0.01 0.01 0.13
S 0.08 0.04 -0.17